This record from the OMol25 dataset describes C29H45AsN5Si3V as an isolated structure in a non-equilibrium geometry. The level of theory is the ωB97M-V functional and the def2-TZVPD basis.

Positions of all 84 atoms, in Å:
V  -0.401  0.401  -1.157
C  3.533  2.809  3.949
C  2.473  2.497  2.935
C  1.122  2.508  3.290
C  0.138  2.211  2.367
C  0.469  1.891  1.054
N  -0.506  1.702  0.048
C  -1.184  2.829  -0.437
C  -0.726  4.132  -0.199
C  -1.333  5.230  -0.770
C  -2.414  5.087  -1.637
C  -3.038  6.260  -2.335
C  -2.887  3.805  -1.869
C  -2.319  2.687  -1.264
N  -2.945  1.425  -1.497
C  -4.240  1.242  -1.833
C  -4.408  -0.085  -2.164
C  -3.156  -0.664  -1.989
N  -2.273  0.248  -1.569
C  1.821  1.881  0.690
C  2.805  2.177  1.626
N  2.186  1.632  -0.664
C  3.243  2.124  -1.345
C  3.197  1.619  -2.627
C  2.064  0.809  -2.653
N  1.457  0.823  -1.458
H  3.348  3.783  4.403
H  4.525  2.822  3.503
H  3.525  2.070  4.752
H  0.843  2.764  4.305
H  -0.908  2.254  2.649
H  0.130  4.275  0.446
H  -0.939  6.216  -0.558
H  -2.628  7.202  -1.979
H  -4.118  6.272  -2.187
H  -2.857  6.194  -3.409
H  -3.710  3.671  -2.559
H  -4.952  2.047  -1.794
H  -5.314  -0.572  -2.477
H  -2.866  -1.692  -2.124
H  3.848  2.163  1.335
H  3.943  2.809  -0.899
H  3.894  1.805  -3.425
H  1.672  0.218  -3.469
C  2.031  -3.260  -2.465
Si  0.256  -3.395  -1.826
C  -0.145  -5.093  -1.127
C  -0.954  -3.048  -3.238
As  -0.044  -1.719  -0.068
Si  -1.776  -2.368  1.558
C  -1.259  -1.567  3.182
C  -1.847  -4.237  1.758
C  -3.457  -1.663  1.081
Si  2.077  -2.001  1.108
C  2.305  -3.861  1.284
C  2.053  -1.170  2.799
C  3.522  -1.283  0.112
H  2.412  -4.259  -2.687
H  2.709  -2.807  -1.743
H  2.082  -2.681  -3.389
H  0.127  -5.871  -1.843
H  -1.215  -5.181  -0.939
H  0.381  -5.300  -0.195
H  -0.647  -3.610  -4.122
H  -1.009  -1.995  -3.527
H  -1.959  -3.392  -2.983
H  -0.548  -2.194  3.720
H  -2.135  -1.443  3.822
H  -0.812  -0.583  3.034
H  -0.851  -4.675  1.832
H  -2.379  -4.726  0.942
H  -2.382  -4.470  2.681
H  -3.408  -0.589  0.890
H  -4.137  -1.812  1.924
H  -3.903  -2.154  0.217
H  1.474  -4.306  1.834
H  3.220  -4.067  1.843
H  2.388  -4.361  0.318
H  1.624  -1.826  3.556
H  1.495  -0.233  2.797
H  3.081  -0.950  3.098
H  3.289  -1.092  -0.936
H  4.357  -1.986  0.134
H  3.871  -0.354  0.560

* Kohn-Sham gap (alpha / beta): 7.5 / 8.1 eV
* net charge: +2
* 2S+1: 3

---

This record from the OMol25 dataset describes C29H45BO2OsP2 as an isolated structure in a non-equilibrium geometry. The level of theory is the ωB97M-V functional and the def2-TZVPD basis.

Positions of all 80 atoms, in Å:
Os  0.059  -0.554  0.000
C  -0.827  -2.205  1.731
C  0.489  -2.447  1.117
C  0.707  -1.017  2.968
C  -0.673  -1.300  2.821
C  1.426  -1.707  1.954
C  -2.030  -3.073  1.563
H  -1.956  -3.757  0.701
H  -2.956  -2.488  1.458
H  -2.150  -3.699  2.467
C  -1.750  -0.899  3.752
H  -2.721  -0.913  3.242
H  -1.571  0.109  4.130
H  -1.817  -1.570  4.623
C  1.330  -0.288  4.090
H  1.689  -0.965  4.879
H  0.620  0.391  4.560
H  2.193  0.293  3.754
C  2.891  -1.933  2.005
H  3.131  -2.531  2.906
H  3.457  -0.990  2.086
H  3.262  -2.489  1.126
C  0.856  -3.791  0.519
H  1.044  -4.511  1.335
H  1.773  -3.727  -0.076
H  0.054  -4.202  -0.101
C  -1.440  0.836  -3.503
C  -1.733  -0.505  -3.614
C  -1.063  -1.388  -4.664
C  0.453  -1.194  -4.829
C  1.145  -0.830  -3.575
C  1.370  0.514  -3.214
C  0.910  1.645  -4.187
C  -0.566  1.530  -4.522
H  -1.550  -1.211  -5.641
H  0.657  -0.466  -5.623
H  -1.265  -2.442  -4.436
H  -0.715  1.071  -5.504
H  -2.036  1.535  -2.890
H  -2.723  -0.908  -3.339
H  -0.990  2.534  -4.636
H  1.070  2.579  -3.638
H  2.369  0.838  -2.854
H  1.513  1.716  -5.110
H  0.878  -2.136  -5.210
H  1.577  -1.666  -3.034
P  -1.744  -0.055  -1.296
C  -3.141  0.832  -0.605
C  -1.513  -1.871  -1.480
P  1.977  0.511  -0.758
C  -0.132  0.939  -1.266
C  3.008  -0.847  -1.228
C  2.710  2.026  -0.151
H  -2.872  1.287  0.358
H  -3.970  0.118  -0.456
H  -3.483  1.640  -1.279
H  -0.964  -2.166  -2.381
H  -2.548  -2.238  -1.547
H  -1.028  -2.383  -0.648
H  2.660  2.819  -0.924
H  3.758  1.761  0.083
H  2.202  2.362  0.765
H  -0.230  2.013  -1.093
H  0.403  0.733  -2.288
H  3.810  -0.898  -0.494
H  3.407  -0.674  -2.231
H  2.408  -1.763  -1.224
O  -1.524  1.653  1.909
B  -0.239  1.098  1.456
O  0.771  1.948  2.108
C  0.116  2.855  2.900
C  0.658  3.823  3.727
C  -0.238  4.547  4.526
C  -1.615  4.367  4.402
C  -2.155  3.467  3.477
C  -1.259  2.677  2.781
H  1.734  4.000  3.732
H  0.157  5.286  5.237
H  -2.293  4.964  5.022
H  -3.226  3.382  3.282

* Kohn-Sham gap (alpha / beta): 4.0 / 5.1 eV
* net charge: +2
* 2S+1: 5

---

This record from the OMol25 dataset describes C29H45BO2P2Pt as an isolated structure in a non-equilibrium geometry. The level of theory is the ωB97M-V functional and the def2-TZVPD basis.

Positions of all 80 atoms, in Å:
Pt  2.215  -0.320  -1.812
C  -1.115  -0.931  0.405
C  -0.813  -2.205  -0.178
C  1.248  -1.055  0.107
C  0.071  -0.237  0.633
C  0.561  -2.304  -0.310
C  -2.471  -0.579  0.911
H  -3.241  -0.822  0.161
H  -2.560  0.491  1.142
H  -2.714  -1.162  1.826
C  0.139  0.841  1.643
H  -0.685  1.564  1.475
H  1.084  1.398  1.631
H  -0.023  0.423  2.669
C  2.216  -1.335  1.242
H  1.794  -2.179  1.819
H  2.304  -0.499  1.951
H  3.204  -1.637  0.884
C  1.259  -3.558  -0.643
H  1.251  -4.307  0.177
H  2.304  -3.352  -0.892
H  0.772  -4.062  -1.495
C  -1.804  -3.280  -0.463
H  -1.907  -4.005  0.361
H  -1.502  -3.827  -1.361
H  -2.797  -2.852  -0.653
C  -1.987  3.054  -1.163
C  -2.821  2.022  -1.008
C  -2.857  0.982  -2.041
C  -3.176  1.495  -3.486
C  -2.233  0.847  -4.315
C  -0.865  0.926  -4.028
C  -0.337  1.967  -2.917
C  -1.098  3.227  -2.362
H  -3.628  0.220  -1.849
H  -2.957  2.569  -3.585
H  -1.831  0.540  -1.999
H  -1.595  3.836  -3.151
H  -1.917  3.856  -0.430
H  -3.539  1.990  -0.199
H  -0.298  3.927  -2.038
H  0.031  1.349  -2.081
H  -0.493  -0.119  -3.802
H  0.573  2.461  -3.302
H  -4.188  1.250  -3.776
H  -2.559  0.160  -5.093
P  0.196  1.103  -5.509
C  -0.080  2.882  -5.631
C  -0.449  0.349  -6.986
P  2.506  -0.569  -3.913
C  1.896  0.776  -5.089
C  1.809  -2.035  -4.863
C  4.123  -0.687  -4.853
H  0.670  3.382  -5.010
H  -1.073  3.107  -5.220
H  -0.007  3.201  -6.675
H  0.009  0.926  -7.810
H  -1.540  0.499  -7.025
H  -0.213  -0.723  -7.122
H  3.972  -0.534  -5.938
H  4.589  -1.668  -4.744
H  4.825  0.073  -4.511
H  2.344  1.702  -4.696
H  2.277  0.586  -6.108
H  2.497  -2.887  -4.751
H  1.773  -1.811  -5.949
H  0.809  -2.364  -4.548
O  4.352  1.088  0.141
B  3.009  1.056  -0.413
O  2.346  2.217  0.133
C  3.202  2.829  1.006
C  2.944  3.889  1.853
C  3.929  4.229  2.798
C  5.153  3.550  2.821
C  5.419  2.496  1.932
C  4.415  2.126  1.036
H  1.979  4.380  1.802
H  3.734  5.030  3.512
H  5.923  3.858  3.545
H  6.394  1.999  1.910

* Kohn-Sham gap (alpha / beta): 6.9 / 4.4 eV
* net charge: +2
* 2S+1: 5

---

This record from the OMol25 dataset describes a 3-piece molecular cluster, C29H45F3NO11S overall. The level of theory is the ωB97M-V functional and the def2-TZVPD basis.

Positions of all 90 atoms, in Å:
O  2.025  -1.585  1.954
C  1.095  -2.311  2.157
O  -0.172  -1.729  2.509
N  -0.148  -0.369  2.329
C  0.418  0.352  3.311
C  0.478  1.710  3.205
C  -0.044  2.302  2.063
C  -0.614  1.513  1.067
S  -1.291  2.429  -0.315
O  -1.545  3.727  0.223
O  -2.281  1.683  -1.017
C  0.189  2.664  -1.432
F  1.257  2.884  -0.659
F  0.408  1.596  -2.194
F  -0.063  3.721  -2.185
C  -0.682  0.125  1.188
C  -1.275  -0.824  0.206
C  -0.250  -1.326  -0.835
C  -0.942  -2.097  -1.981
C  -0.610  -3.577  -1.972
O  -1.374  -4.294  -1.007
C  1.011  -3.773  2.112
C  -0.205  -4.447  2.096
C  -0.217  -5.819  2.023
C  0.978  -6.517  1.983
C  2.191  -5.844  2.010
C  2.216  -4.476  2.071
H  0.792  -0.200  4.158
H  0.913  2.296  4.000
H  -0.037  3.378  1.956
H  -2.139  -0.375  -0.270
H  -1.624  -1.700  0.750
H  0.347  -0.505  -1.218
H  0.398  -2.035  -0.321
H  -0.671  -1.637  -2.929
H  -2.028  -2.004  -1.881
H  -0.797  -3.989  -2.968
H  0.444  -3.731  -1.748
H  -2.252  -3.905  -0.966
H  -1.145  -3.920  2.129
H  -1.161  -6.341  1.994
H  0.967  -7.596  1.921
H  3.113  -6.406  1.984
H  3.154  -3.943  2.092
C  -2.418  7.468  3.148
O  -2.808  6.284  3.811
C  -2.350  5.096  3.209
C  -1.922  4.062  4.226
O  -0.690  4.314  4.876
C  -0.632  5.349  5.850
C  -1.320  5.033  7.156
O  -2.726  5.012  7.016
C  -3.377  4.011  7.766
H  -3.000  7.629  2.235
H  -2.598  8.296  3.830
H  -1.352  7.450  2.893
H  -1.518  5.300  2.523
H  -3.169  4.656  2.624
H  -1.743  3.137  3.666
H  -2.727  3.858  4.935
H  -0.989  6.297  5.443
H  0.431  5.462  6.069
H  -1.040  5.813  7.876
H  -0.955  4.072  7.538
H  -2.870  3.044  7.667
H  -4.389  3.917  7.375
H  -3.434  4.273  8.828
C  5.124  -2.549  -6.331
O  3.817  -2.979  -6.641
C  3.226  -3.814  -5.666
C  1.754  -3.522  -5.490
O  1.453  -2.297  -4.835
C  1.706  -1.078  -5.516
C  0.795  -0.788  -6.687
O  1.065  -1.628  -7.788
C  -0.078  -2.061  -8.492
H  5.857  -3.349  -6.477
H  5.364  -1.727  -7.002
H  5.191  -2.190  -5.297
H  3.736  -3.702  -4.702
H  3.322  -4.860  -5.985
H  1.359  -4.293  -4.823
H  1.222  -3.609  -6.438
H  2.754  -0.992  -5.807
H  1.511  -0.303  -4.768
H  0.960  0.257  -6.984
H  -0.250  -0.889  -6.368
H  -0.863  -2.404  -7.808
H  0.225  -2.896  -9.121
H  -0.484  -1.269  -9.129

* Kohn-Sham gap: 6.5 eV
* net charge: +1
* 2S+1: 1

---

This record from the OMol25 dataset describes C29H45F4N4O2SSeSiTi as an isolated structure. The level of theory is the ωB97M-V functional and the def2-TZVPD basis.

Positions of all 88 atoms, in Å:
Ti  -0.256  -0.433  0.042
C  -2.580  -0.603  -2.430
C  -2.155  -2.039  -2.107
N  -1.688  -2.193  -0.733
C  -2.688  -2.479  0.280
C  -3.566  -1.283  0.644
S  -2.644  0.241  1.049
C  -3.262  1.409  -0.201
C  -2.327  1.615  -1.399
N  -1.695  0.382  -1.819
H  -2.604  -0.495  -3.522
H  -3.597  -0.420  -2.075
H  -2.999  -2.713  -2.317
H  -1.325  -2.298  -2.763
H  -0.935  -2.874  -0.674
H  -3.364  -3.290  -0.037
H  -2.158  -2.821  1.169
H  -4.259  -1.046  -0.162
H  -4.167  -1.547  1.516
H  -4.252  1.066  -0.507
H  -3.408  2.362  0.309
H  -2.913  2.090  -2.201
H  -1.526  2.301  -1.120
H  -0.891  0.543  -2.427
C  2.629  2.489  2.945
N  1.568  1.513  2.896
C  1.515  0.711  4.097
C  0.277  2.084  2.568
C  0.204  2.608  1.128
N  0.544  1.548  0.211
C  1.673  1.683  -0.532
C  2.532  0.577  -0.678
F  2.163  -0.584  -0.059
C  3.682  0.593  -1.423
F  4.440  -0.512  -1.495
C  4.077  1.738  -2.096
C  3.252  2.840  -1.988
F  3.572  3.970  -2.656
C  2.092  2.824  -1.240
F  1.305  3.930  -1.243
H  2.461  3.266  3.717
H  3.573  1.990  3.169
H  2.741  2.987  1.981
H  1.283  1.307  5.001
H  0.762  -0.067  3.980
H  2.476  0.217  4.256
H  -0.467  1.293  2.687
H  0.005  2.900  3.271
H  -0.817  2.994  0.973
H  0.860  3.477  1.020
H  4.963  1.754  -2.711
C  2.109  -4.875  6.963
C  1.667  -4.293  5.647
C  0.359  -3.885  5.444
C  -0.056  -3.321  4.240
C  -1.502  -2.918  4.089
C  0.868  -3.190  3.201
C  2.197  -3.604  3.381
C  3.215  -3.445  2.285
C  2.574  -4.138  4.604
C  0.479  -2.595  1.870
O  0.678  -3.236  0.830
O  -0.058  -1.434  1.912
H  1.267  -4.987  7.646
H  2.850  -4.234  7.446
H  2.567  -5.856  6.827
H  -0.364  -3.993  6.247
H  -1.955  -2.761  5.068
H  -2.070  -3.708  3.588
H  -1.598  -2.007  3.504
H  3.218  -2.427  1.892
H  2.982  -4.095  1.442
H  4.213  -3.678  2.657
H  3.607  -4.439  4.749
C  -0.136  0.011  -6.525
Si  0.700  0.700  -4.968
C  2.345  1.455  -5.521
C  -0.377  2.176  -4.432
Se  0.967  -0.817  -3.390
H  -0.160  0.751  -7.330
H  -1.163  -0.289  -6.304
H  0.392  -0.875  -6.882
H  2.225  2.097  -6.399
H  3.063  0.669  -5.758
H  2.770  2.054  -4.713
H  -0.418  2.950  -5.203
H  0.025  2.628  -3.521
H  -1.404  1.861  -4.228

* Kohn-Sham gap (alpha / beta): 5.5 / 6.3 eV
* net charge: -1
* 2S+1: 3